(1)
22
Properties=species:S:1:pos:R:3 method="wB97M-V/def2-TZVPD" e_homo_ha=-0.508 homo_lumo_gap_ev=10.538 e_above_lowest_kcal_mol=36.23 total_charge=+1
O -1.141 1.350 2.940
C -1.682 0.320 2.635
C -1.027 -1.010 2.531
N 0.461 -0.776 2.612
H -2.703 0.299 2.184
H -1.426 -1.615 3.353
H -1.343 -1.521 1.630
H 0.735 -0.568 3.571
H 0.942 -1.633 2.216
H 0.557 0.013 1.928
H 0.671 4.154 -1.766
H 0.051 3.338 -2.667
O 0.688 3.197 -1.937
H 1.821 -2.510 -1.984
H 0.933 -1.297 -2.154
O 1.601 -1.664 -1.560
H 2.116 -0.167 -4.175
H 1.068 -0.987 -4.806
O 1.154 -0.255 -4.176
H -1.824 0.827 0.045
H -0.697 0.061 -0.639
O -0.956 0.445 0.220

***

(2)
49
Properties=species:S:1:pos:R:3 method="wB97M-V/def2-TZVPD" e_homo_ha=-0.334 homo_lumo_gap_ev=9.398 smiles="COCCNCCOC.NC(N)=O.NC(N)=O.O.O.O" e_above_lowest_kcal_mol=48.37
C -2.247 -0.952 -2.196
O -1.812 -0.748 -3.502
C -0.826 0.363 -3.600
C -0.625 0.790 -5.068
N 0.686 1.479 -5.380
C 1.095 1.337 -6.725
C 1.952 0.124 -6.885
O 2.505 0.125 -8.214
C 3.089 -1.025 -8.654
H -2.799 -0.080 -1.844
H -1.417 -1.271 -1.565
H -2.874 -1.830 -2.349
H 0.124 0.015 -3.195
H -0.939 1.267 -3.002
H -1.448 1.473 -5.275
H -0.749 -0.037 -5.767
H 0.502 2.445 -5.151
H 1.585 2.281 -6.962
H 0.344 1.239 -7.509
H 1.381 -0.730 -6.522
H 2.735 0.227 -6.134
H 2.507 -1.224 -9.554
H 3.117 -1.955 -8.087
H 4.085 -0.807 -9.040
N 3.364 3.362 6.326
C 4.300 2.488 6.011
N 3.791 1.305 6.057
O 5.457 2.771 5.879
H 2.441 3.067 6.609
H 3.581 4.336 6.171
H 2.799 1.143 5.961
H 4.529 0.633 5.905
N -5.341 -3.773 3.796
C -4.851 -3.247 4.921
N -4.130 -4.117 5.600
O -4.890 -2.075 5.208
H -5.136 -4.674 3.387
H -5.880 -3.057 3.331
H -3.563 -3.730 6.341
H -4.462 -5.069 5.547
O 2.290 -0.966 2.242
H 1.496 -0.739 2.726
H 2.462 -1.878 2.478
O -1.178 3.433 7.485
H -1.034 3.504 8.429
H -1.680 4.216 7.259
O -1.123 0.043 4.671
H -2.027 -0.243 4.542
H -1.186 0.763 5.299

***

(3)
12
Properties=species:S:1:pos:R:3 method="wB97M-V/def2-TZVPD" e_homo_ha=-0.349 homo_lumo_gap_ev=7.535 e_above_lowest_kcal_mol=108.08
C -0.987 -0.560 -0.176
C 0.029 0.644 0.246
C 1.449 0.441 -0.275
C 2.133 -1.018 -0.284
H -3.308 -1.219 -0.843
H -0.757 -0.922 -1.247
H -0.669 -1.289 0.476
H 3.139 -1.145 -1.161
O -0.305 1.698 0.767
O 2.249 1.402 -0.491
O 1.650 -1.836 0.730
S -2.682 -0.161 -0.146

***

(4)
19
Properties=species:S:1:pos:R:3 method="wB97M-V/def2-TZVPD" e_homo_ha="-0.019 / -0.116" homo_lumo_gap_ev="4.639 / 6.862" spin_multiplicity=3 e_above_lowest_kcal_mol=50.72 total_charge=-1
C -0.238 -0.680 -0.530
C 0.150 0.546 -1.032
C -0.901 -0.786 0.717
C 1.227 0.830 -2.069
C -0.865 -2.143 1.355
N -1.403 0.273 1.294
N -0.705 1.726 -0.741
N -1.669 1.358 0.576
N -1.567 2.476 1.453
O -0.061 2.881 -0.619
H 0.385 -1.603 -0.965
H 1.354 1.822 -2.352
H 1.172 0.180 -3.085
H 2.190 0.616 -1.444
H -1.423 -2.948 0.781
H -1.524 -2.081 2.312
H 0.075 -2.419 1.583
H -0.875 3.173 1.232
H -1.205 2.119 2.361

***

(5)
26
Properties=species:S:1:pos:R:3 method="wB97M-V/def2-TZVPD" e_homo_ha="-0.288 / -0.288" homo_lumo_gap_ev="7.227 / 7.224" e_above_lowest_kcal_mol=124.90
C 0.056 -2.613 2.350
C -1.175 -2.077 2.690
C 0.785 -2.188 1.316
C -1.680 -1.067 1.899
C 1.025 -0.896 -0.762
C -1.459 0.612 0.127
C 0.282 -1.185 0.310
C -0.968 -0.560 0.689
C -0.501 2.337 -1.944
C 0.657 0.079 -1.843
C 0.310 1.326 -1.122
N 1.118 1.817 -0.107
O -0.907 2.295 -3.051
O -0.895 3.407 -1.151
O 1.679 0.364 -2.758
H 0.483 -3.423 2.849
H -1.589 -2.502 3.665
H 1.811 -2.539 1.014
H -2.382 -0.409 2.268
H 2.061 -1.324 -0.884
H -2.372 1.152 0.373
H -0.195 -0.291 -2.350
H 1.706 2.483 -0.371
H 1.527 0.980 0.297
H -0.800 3.102 -0.206
H 1.423 1.121 -3.294

***

(6)
62
Properties=species:S:1:pos:R:3 method="wB97M-V/def2-TZVPD" e_homo_ha=-0.329 homo_lumo_gap_ev=8.745 smiles="O=C(NCCN1CCCC1)c1ccc2c(c1)N(Cc1cccc(Cl)c1)C(=O)c1ccccc1S2(=O)=O" e_above_lowest_kcal_mol=0.00
O 3.951 -1.145 0.140
C 2.904 -1.659 0.486
N 2.741 -2.993 0.611
C 3.760 -3.912 0.151
C 3.102 -5.224 -0.278
N 1.904 -4.961 -1.042
C 2.134 -4.335 -2.340
C 0.915 -4.701 -3.203
C 0.070 -5.615 -2.307
C 1.083 -6.132 -1.294
C 1.691 -0.840 0.814
C 0.721 -1.248 1.726
C -0.355 -0.419 1.983
C -0.486 0.781 1.312
C 0.472 1.212 0.401
C 1.571 0.386 0.174
N 0.323 2.390 -0.350
C 0.266 2.195 -1.803
C -0.962 1.386 -2.119
C -2.186 2.014 -2.305
C -3.336 1.264 -2.474
C -3.284 -0.119 -2.445
C -2.060 -0.737 -2.260
Cl -1.972 -2.461 -2.196
C -0.899 -0.002 -2.104
C 0.038 3.634 0.132
O -0.118 4.587 -0.604
C 0.044 3.829 1.615
C 0.875 4.801 2.163
C 0.823 5.076 3.519
C -0.072 4.406 4.340
C -0.917 3.451 3.800
C -0.854 3.180 2.448
S -1.842 1.877 1.725
O -2.651 1.258 2.737
O -2.487 2.339 0.528
H 1.811 -3.384 0.645
H 4.483 -4.098 0.952
H 4.300 -3.444 -0.679
H 2.803 -5.786 0.612
H 3.838 -5.832 -0.835
H 3.060 -4.709 -2.803
H 2.233 -3.255 -2.208
H 0.354 -3.820 -3.506
H 1.231 -5.227 -4.102
H -0.412 -6.417 -2.861
H -0.695 -5.034 -1.794
H 1.671 -6.963 -1.721
H 0.623 -6.474 -0.364
H 0.817 -2.185 2.251
H -1.125 -0.685 2.691
H 2.360 0.688 -0.499
H 0.207 3.191 -2.246
H 1.174 1.692 -2.141
H -2.237 3.091 -2.296
H -4.285 1.758 -2.612
H -4.179 -0.710 -2.558
H 0.043 -0.510 -1.961
H 1.556 5.334 1.518
H 1.479 5.825 3.937
H -0.115 4.631 5.395
H -1.633 2.911 4.398

***

(7)
135
Properties=species:S:1:pos:R:3 method="wB97M-V/def2-TZVPD" e_homo_ha=-0.309 homo_lumo_gap_ev=8.968 e_above_lowest_kcal_mol=729.89
C -1.617 1.203 0.129
C -1.357 0.522 -1.166
C 0.189 0.285 -0.991
O 0.371 -0.015 0.426
C -0.747 0.517 1.147
H -2.675 1.068 0.353
H -1.585 2.285 -0.003
H -1.680 1.215 -1.943
H -1.875 -0.433 -1.248
H 0.711 1.187 -1.310
H 0.655 -0.565 -1.489
H -0.395 1.279 1.843
H -1.362 -0.202 1.688
C 1.520 1.408 -4.126
C 1.433 -0.031 -3.618
C 2.884 -0.461 -3.677
O 3.638 0.557 -4.363
C 2.990 1.809 -4.082
H 0.802 2.179 -3.848
H 1.140 1.450 -5.147
H 0.778 -0.552 -4.315
H 0.955 -0.126 -2.643
H 2.936 -1.475 -4.074
H 3.346 -0.506 -2.691
H 3.449 2.462 -4.824
H 3.217 2.313 -3.143
C -4.313 0.363 3.784
C -5.480 1.280 3.458
C -5.670 1.093 2.001
O -4.499 0.398 1.502
C -3.511 0.375 2.491
H -4.514 -0.665 4.088
H -3.503 0.719 4.419
H -5.252 2.304 3.751
H -6.333 0.925 4.037
H -5.909 2.052 1.540
H -6.581 0.500 1.919
H -2.887 1.267 2.445
H -2.803 -0.443 2.357
C 6.620 0.568 0.349
O 5.466 0.513 -0.433
C 4.543 -0.389 -0.126
O 4.516 -1.179 0.795
O 3.511 -0.208 -1.012
C 2.413 -1.153 -1.001
H 6.956 1.593 0.507
H 7.397 0.148 -0.289
H 6.552 0.084 1.323
H 1.625 -0.900 -1.711
H 1.970 -1.210 -0.006
H 2.746 -2.163 -1.239
C -3.055 -2.590 -2.223
O -2.911 -1.681 -3.261
C -1.700 -1.342 -3.679
O -0.667 -1.446 -3.014
O -1.841 -0.756 -4.844
C -0.783 -0.147 -5.484
H -2.467 -3.490 -2.402
H -4.076 -2.891 -1.988
H -2.744 -2.292 -1.221
H -0.436 0.623 -4.795
H -1.139 0.324 -6.400
H 0.112 -0.766 -5.543
C 1.066 -1.427 2.838
O 0.023 -2.291 3.234
C -1.230 -2.025 2.965
O -1.671 -0.933 2.643
O -1.918 -3.069 3.466
C -3.309 -2.928 3.699
H 1.130 -0.483 3.379
H 0.980 -1.179 1.780
H 2.058 -1.845 3.009
H -3.778 -2.344 2.907
H -3.516 -2.353 4.602
H -3.867 -3.864 3.714
C 2.936 1.394 0.835
O 2.146 1.980 1.954
C 1.227 2.833 1.671
O 0.945 3.166 0.577
O 0.522 3.082 2.803
C -0.769 3.684 2.655
H 3.799 1.898 0.400
H 2.170 1.167 0.093
H 3.227 0.346 0.891
H -1.342 3.230 1.846
H -0.418 4.712 2.566
H -1.258 3.650 3.629
C -1.291 -2.107 -0.173
O -1.221 -3.395 0.508
C -0.078 -4.011 0.845
O 0.005 -5.214 1.121
O 0.961 -3.131 0.829
C 2.317 -3.482 0.634
H -0.614 -1.992 -1.019
H -1.120 -1.295 0.534
H -2.292 -1.888 -0.546
H 2.582 -4.193 1.417
H 2.866 -2.545 0.729
H 2.569 -3.983 -0.300
C 1.068 4.482 -2.126
O -0.329 4.368 -1.690
C -1.056 3.466 -2.171
O -0.636 2.525 -2.912
O -2.311 3.587 -1.753
C -3.314 2.739 -2.261
H 1.080 4.657 -3.202
H 1.700 3.637 -1.849
H 1.507 5.289 -1.539
H -4.267 3.257 -2.149
H -3.151 1.841 -1.665
H -3.115 2.418 -3.284
C -0.747 0.213 3.837
O -0.384 0.672 5.106
C -1.050 1.806 5.469
O -1.898 2.508 4.859
O -0.430 2.244 6.632
C -1.120 3.261 7.312
H -0.625 -0.862 3.972
H 0.082 0.541 3.211
H -1.766 0.444 3.523
H -1.405 4.117 6.701
H -0.543 3.817 8.051
H -2.092 2.866 7.605
C 0.546 -2.737 -2.314
O 1.710 -2.484 -3.157
C 2.704 -3.324 -3.192
O 2.832 -4.368 -2.582
O 3.557 -2.845 -4.046
C 4.718 -3.688 -4.356
H 0.114 -1.857 -1.837
H 0.812 -3.392 -1.485
H -0.113 -3.333 -2.945
H 5.462 -3.739 -3.561
H 5.158 -3.390 -5.308
H 4.396 -4.698 -4.609

***

(8)
8
Properties=species:S:1:pos:R:3 method="wB97M-V/def2-TZVPD" e_homo_ha=-0.347 homo_lumo_gap_ev=9.890 e_above_lowest_kcal_mol=22.87
C 0.097 0.130 -0.353
C -1.047 -0.679 0.203
F -0.894 -2.018 0.004
I -3.025 0.054 -0.071
H 1.015 -0.339 -0.069
H 0.174 0.026 -1.538
H 0.150 1.122 -0.095
H -1.086 -0.517 1.609

***

(9)
33
Properties=species:S:1:pos:R:3 method="wB97M-V/def2-TZVPD" e_homo_ha=-0.538 homo_lumo_gap_ev=7.884 e_above_lowest_kcal_mol=60.68 total_charge=+2
C -0.144 -3.444 0.253
C 0.135 -2.507 -0.787
C -0.900 -2.972 1.213
C -0.648 -1.266 -0.334
C -0.375 0.813 -1.952
C -1.421 -1.632 0.917
C -0.544 -0.054 -0.827
C -0.977 1.914 2.014
C 2.022 -0.501 2.032
C -0.167 1.102 -3.336
C 0.281 1.242 1.812
N -0.991 1.321 -0.965
N -0.121 2.597 -3.687
N 0.737 0.211 2.434
H 0.429 -4.409 0.160
H -0.172 -2.945 -1.842
H -1.292 -3.511 2.064
H -2.520 -1.713 0.774
H -1.236 -0.784 1.549
H -0.762 2.933 2.327
H -1.653 1.305 2.693
H -1.347 2.055 0.956
H 2.902 0.187 2.387
H 2.046 -1.570 2.396
H 2.267 -0.587 0.965
H -0.997 0.503 -3.915
H 0.796 0.664 -3.584
H 1.047 1.562 1.107
H -0.580 2.868 -4.539
H 0.676 3.229 -3.434
H -0.716 3.058 -2.960
H 0.122 -0.349 3.193
H 1.135 -2.056 -0.970

***

(10)
12
Properties=species:S:1:pos:R:3 method="wB97M-V/def2-TZVPD" e_homo_ha=-0.354 homo_lumo_gap_ev=10.452 smiles="NN1CCC1=O" e_above_lowest_kcal_mol=59.21
N 1.700 -1.002 0.044
N 0.505 -0.412 -0.475
C 0.037 0.968 -0.038
C -1.402 0.469 -0.004
C -0.782 -0.968 -0.142
O -1.269 -2.059 -0.026
H 1.934 -0.731 1.058
H 2.516 -0.881 -0.631
H 0.411 1.321 0.998
H 0.264 1.828 -0.759
H -1.958 0.803 -0.906
H -1.956 0.663 0.882

***

(11)
15
Properties=species:S:1:pos:R:3 method="wB97M-V/def2-TZVPD" e_homo_ha=-0.310 homo_lumo_gap_ev=9.065 e_above_lowest_kcal_mol=78.03
C 1.415 -0.470 -1.051
C 0.607 -0.124 0.195
C -0.281 1.144 0.027
N -1.655 0.727 0.260
C -1.991 0.005 1.314
C -0.152 -1.366 0.473
N -0.456 -2.481 0.521
H 0.731 -0.683 -1.881
H 2.075 0.355 -1.321
H 1.998 -1.373 -0.858
H 1.266 0.015 1.056
H -0.176 1.594 -0.968
H 0.001 1.916 0.753
H -2.213 0.604 -0.579
H -1.168 0.138 2.059

***

(12)
57
Properties=species:S:1:pos:R:3 method="wB97M-V/def2-TZVPD" e_homo_ha=-0.134 homo_lumo_gap_ev=5.422 total_charge=-1
C 4.434 1.237 3.274
C 4.785 2.533 2.541
C 3.611 3.279 1.878
N 2.327 3.294 2.542
C 1.478 2.151 2.293
C -0.002 2.425 2.549
C -0.616 1.778 3.759
N -0.725 3.128 1.780
C 2.351 3.817 3.898
C 2.291 5.373 3.999
O 2.554 6.027 2.975
O 2.024 5.785 5.144
H 3.767 1.403 4.120
H 5.332 0.733 3.635
H 3.922 0.552 2.592
H 5.326 3.191 3.228
H 5.512 2.274 1.764
H 3.468 2.876 0.870
H 3.905 4.324 1.747
H 1.749 1.224 2.829
H 1.558 1.916 1.231
H -0.055 2.024 4.661
H -1.654 2.089 3.870
H -0.584 0.688 3.660
H -0.133 3.496 1.032
H 1.496 3.461 4.471
H 3.247 3.530 4.462
C -0.160 -1.424 -1.449
C 0.447 -1.098 -0.107
O 1.152 -0.134 0.064
C 0.127 -2.042 1.032
H 0.142 -0.677 -2.177
H 0.173 -2.403 -1.786
H -1.249 -1.428 -1.372
H 0.475 -3.049 0.793
H -0.951 -2.072 1.200
H 0.621 -1.696 1.938
C -0.662 -4.044 -6.123
C -0.997 -2.947 -5.140
O -0.448 -2.873 -4.065
C -2.053 -1.957 -5.559
H 0.107 -4.689 -5.702
H -1.552 -4.638 -6.338
H -0.297 -3.611 -7.055
H -2.998 -2.473 -5.739
H -1.746 -1.449 -6.475
H -2.202 -1.221 -4.774
C -6.022 -2.436 -1.654
C -4.974 -2.540 -2.736
O -5.060 -1.905 -3.761
C -3.815 -3.471 -2.466
H -6.796 -1.738 -1.964
H -6.470 -3.414 -1.472
H -5.569 -2.081 -0.727
H -4.182 -4.488 -2.314
H -3.281 -3.155 -1.568
H -3.127 -3.458 -3.306

***

(13)
48
Properties=species:S:1:pos:R:3 method="wB97M-V/def2-TZVPD" e_homo_ha=-0.255 homo_lumo_gap_ev=9.480 e_above_lowest_kcal_mol=50.20 total_charge=-1
O 1.741 -0.684 1.246
C 1.238 0.487 1.251
O 0.188 0.850 0.611
C 2.068 1.346 2.185
N 2.045 2.826 1.859
H 1.687 0.910 3.136
H 3.088 1.134 2.054
H 1.877 3.518 2.681
H 1.294 2.851 1.371
H -0.422 -3.558 -1.792
H -1.403 -4.564 -1.435
O -1.239 -3.913 -2.102
H -1.908 -0.646 1.124
H -3.280 -1.339 1.597
O -2.926 -0.664 1.009
H 3.010 2.853 -0.740
H 3.283 3.038 0.603
O 3.709 2.749 -0.119
H -2.809 2.090 -0.005
H -1.379 2.754 0.284
O -2.240 2.944 -0.208
H -1.504 2.450 2.604
H 0.107 2.529 3.124
O -0.732 3.005 2.959
H -0.319 -0.211 -0.791
H -1.596 -0.331 -1.877
O -0.934 -0.778 -1.317
H 0.522 -0.671 -4.777
H 0.042 -1.699 -3.613
O 0.379 -1.614 -4.447
H 0.288 2.059 -0.590
H -0.104 3.263 -1.581
O 0.478 2.994 -0.871
H 1.069 -2.742 0.246
H 1.399 -3.444 -1.047
O 0.904 -3.541 -0.279
H -0.001 -1.762 3.721
H 0.758 -0.556 3.111
O 0.010 -0.802 3.670
H 3.258 -0.606 -1.120
H 4.702 -0.460 -0.726
O 4.158 -1.001 -1.354
H -3.298 -2.930 -0.107
H -3.127 -2.975 -1.525
O -3.831 -2.938 -0.864
H -3.489 -0.857 -1.606
H -3.498 -0.987 -3.125
O -3.263 -0.375 -2.430

***

no.,F_max (eV Å⁻¹),E_tot (Ha)
1,2.6,-515.2757
2,4.9,-1122.6059
3,9.6,-778.5720
4,6.1,-489.9399
5,4.9,-706.0673
6,0.6,-2368.1184
7,12.4,-3445.3513
8,5.7,-476.1017
9,5.0,-594.0126
10,2.4,-302.5987
11,1.2,-304.7111
12,0.5,-1153.2894
13,8.0,-1277.6022